## 1
Here is C19H24N4O3 in the gas phase from the OMol25 dataset. Energies are from ωB97M-V/def2-TZVPD.

Structure (ORCA input):
```
! wB97M-V def2-TZVPD RIJCOSX def2/J DEFGRID3
* xyz 0 1
O -0.21 1.00 -3.46
C 0.58 0.50 -2.88
C 0.94 -0.89 -2.96
N 0.55 -1.48 -1.47
N -0.71 -2.16 -1.61
C -1.30 -2.57 -0.72
C -2.38 -3.45 -0.78
C -2.85 -3.77 -2.11
C -3.91 -4.39 -2.37
C -4.95 -4.77 -1.19
C -4.42 -4.14 0.01
C -3.44 -3.40 0.29
C -0.75 -2.44 0.68
C 0.55 -1.95 0.73
C 1.11 -1.30 -0.26
O 2.23 -0.70 -0.31
N 1.50 1.22 -2.28
C 1.26 2.79 -1.74
C 1.39 2.92 -0.19
C 2.53 2.76 0.43
N 2.64 2.72 1.68
C 2.15 1.54 2.32
C 0.48 1.33 2.88
O 0.26 2.34 3.46
C 0.39 3.70 2.91
C 2.10 3.73 2.68
H 1.94 -1.05 -2.97
H 0.52 -1.30 -3.62
H -2.28 -3.79 -2.77
H -4.37 -4.91 -3.20
H -6.05 -5.22 -1.43
H -5.38 -4.08 0.76
H -3.30 -3.04 1.35
H -1.26 -2.91 1.49
H 1.15 -1.88 1.51
H 2.16 0.76 -1.54
H 0.62 3.08 -2.32
H 2.27 3.23 -2.05
H 0.43 2.37 -0.04
H 0.85 4.09 -0.24
H 2.96 2.06 -0.16
H 3.18 3.58 0.13
H 2.49 0.57 1.61
H 2.88 1.19 3.34
H 0.39 0.48 3.32
H 0.25 1.26 1.79
H 0.08 4.35 3.47
H 0.01 3.64 1.98
H 2.12 4.62 2.22
H 2.58 3.76 3.64
*
```

SMILES   O=C(Cn1nc(-c2ccccc2)ccc1=O)NCCCN1CCOCC1
LUMO level   -0.02616 Eh
E_HOMO   -7.10 eV

=====

## 2
Here is C19H24N4O3 in the gas phase from the OMol25 dataset. Energies are from ωB97M-V/def2-TZVPD.

Structure (ORCA input):
```
! wB97M-V def2-TZVPD RIJCOSX def2/J DEFGRID3
* xyz 0 1
C 0.03 2.17 5.30
C -0.52 1.22 4.33
C -0.98 0.45 3.54
C -1.48 -0.49 2.53
C -0.37 -1.43 2.04
N 0.82 -0.72 1.58
C 0.81 0.42 0.85
O -0.15 0.79 0.18
C 2.06 1.18 0.88
N 3.14 0.82 1.64
C 4.06 1.71 1.43
N 3.64 2.67 0.54
C 4.28 3.77 0.04
C 3.64 4.57 -0.84
C 2.30 4.26 -1.25
C 1.66 3.17 -0.76
C 2.34 2.33 0.17
C -0.94 -2.40 1.00
O -1.21 -3.55 1.31
N -1.13 -1.89 -0.23
C -1.70 -2.67 -1.32
C -0.63 -3.58 -1.91
O 0.42 -2.84 -2.52
C -2.32 -1.71 -2.33
C -2.97 -2.40 -3.52
C -3.70 -1.41 -4.42
H -0.10 1.81 6.32
H 1.10 2.31 5.12
H -0.46 3.14 5.22
H -2.28 -1.11 2.95
H -1.90 0.07 1.69
H -0.05 -2.05 2.87
H 1.67 -0.85 2.12
H 5.05 1.74 1.87
H 5.29 3.94 0.39
H 4.14 5.43 -1.24
H 1.80 4.91 -1.95
H 0.65 2.90 -1.03
H -0.94 -0.90 -0.36
H -2.48 -3.32 -0.89
H -0.24 -4.23 -1.12
H -1.06 -4.21 -2.68
H 0.86 -2.34 -1.83
H -3.06 -1.10 -1.81
H -1.54 -1.03 -2.69
H -2.21 -2.92 -4.10
H -3.67 -3.16 -3.16
H -4.15 -1.91 -5.28
H -4.49 -0.90 -3.87
H -3.02 -0.65 -4.80
*
```

SMILES   CC#CC[C@H](NC(=O)c1ncn2ccccc12)C(=O)N[C@H](CO)CCC
LUMO level   0.00766 Eh
E_HOMO   -8.32 eV

=====

The structure with the most favorable energy is 2; the runner-up is 2109.7 kJ/mol above it.

=====

## 1
Here is 2 unconnected molecules or ions with the total composition C3H10N2 from the OMol25 dataset. Energies are from ωB97M-V/def2-TZVPD.

Structure (ORCA input):
```
! wB97M-V def2-TZVPD RIJCOSX def2/J DEFGRID3
* xyz 1 2
C -0.76 2.23 -2.77
N 0.39 1.85 -3.14
H -0.80 3.15 -2.18
H -1.66 1.63 -2.89
H 0.34 1.00 -3.70
C -0.20 -2.16 1.52
N 0.81 -1.14 1.30
C 0.52 0.23 1.61
H -0.68 -1.98 2.47
H -0.91 -2.13 0.68
H 0.27 -3.14 1.54
H 1.28 -1.28 0.40
H 0.93 0.89 0.85
H 1.02 0.48 2.56
H -0.55 0.35 1.74
*
```

LUMO level (alpha / beta)   -0.13014 / -0.30437 Eh
E_HOMO (alpha / beta)   -12.88 / -12.88 eV

=====

## 2
Here is 2 unconnected molecules or ions with the total composition C3H10N2 from the OMol25 dataset. Energies are from ωB97M-V/def2-TZVPD.

Structure (ORCA input):
```
! wB97M-V def2-TZVPD RIJCOSX def2/J DEFGRID3
* xyz 1 2
C -2.15 -0.54 -0.61
N -2.28 0.68 0.22
H -2.91 -0.54 -1.45
H -1.19 -0.65 -1.06
H -2.35 -1.42 -0.06
H -1.38 0.72 0.79
H -2.22 1.48 -0.45
C 1.89 0.16 -0.69
C 1.73 0.00 1.66
N 1.74 0.79 0.65
H 1.07 0.59 -1.22
H 2.76 0.39 -1.24
H 1.72 -0.93 -0.74
H 2.68 -0.53 1.85
H 0.90 -0.19 2.34
*
```

LUMO level (alpha / beta)   -0.25821 / -0.30848 Eh
E_HOMO (alpha / beta)   -12.96 / -12.90 eV

=====

## 3
Here is a molecular structure, C3H10N2 from the OMol25 dataset. Energies are from ωB97M-V/def2-TZVPD.

Structure (ORCA input):
```
! wB97M-V def2-TZVPD RIJCOSX def2/J DEFGRID3
* xyz 1 2
C 2.42 0.23 -0.92
C 2.23 0.25 0.45
N -0.77 -0.55 -0.22
C -1.84 -0.22 0.65
N -3.04 -0.10 -0.19
H 1.86 0.92 -1.55
H 3.32 -0.15 -1.40
H 1.46 -0.46 -0.39
H 2.96 -0.17 1.13
H 1.74 1.16 0.79
H -0.25 -1.35 0.17
H -2.07 -0.98 1.40
H -1.65 0.71 1.23
H -2.74 0.00 -1.15
H -3.64 0.69 -0.01
*
```

LUMO level (alpha / beta)   -0.23250 / -0.23455 Eh
E_HOMO (alpha / beta)   -12.61 / -12.67 eV

=====

The structure with the most favorable energy is 1; the runner-up is 176.7 kJ/mol above it.

=====

## 1
Here is 2 unconnected molecules or ions with the total composition C2H8NS from the OMol25 dataset. Energies are from ωB97M-V/def2-TZVPD.

Structure (ORCA input):
```
! wB97M-V def2-TZVPD RIJCOSX def2/J DEFGRID3
* xyz -1 1
S -2.53 -0.18 -0.73
H -3.36 0.34 0.20
C 0.89 -0.90 0.74
N 0.62 0.50 0.61
C 0.48 0.85 -0.79
H 0.73 -1.29 1.75
H 1.94 -1.16 0.54
H 0.29 -1.59 0.13
H -0.22 0.74 1.10
H -0.34 0.25 -1.25
H 0.14 1.87 -0.94
H 1.37 0.57 -1.37
*
```

LUMO level   0.15963 Eh
E_HOMO   -2.59 eV

=====

## 2
Here is 2 unconnected molecules or ions with the total composition C2H8NS from the OMol25 dataset. Energies are from ωB97M-V/def2-TZVPD.

Structure (ORCA input):
```
! wB97M-V def2-TZVPD RIJCOSX def2/J DEFGRID3
* xyz -1 1
S -1.48 0.35 1.56
H -2.61 -0.45 1.66
C 1.10 -1.21 -0.34
N 1.11 0.26 -0.58
C 0.94 0.47 -2.03
H 2.10 -1.67 -0.71
H 0.32 -1.72 -0.93
H 0.94 -1.54 0.72
H 0.40 0.59 0.16
H -0.10 0.18 -2.32
H 0.93 1.55 -2.42
H 1.62 0.06 -2.75
*
```

LUMO level   0.14962 Eh
E_HOMO   -2.79 eV

=====

The structure with the most favorable energy is 1; the runner-up is 41.2 kJ/mol above it.

=====

## 1
Here is 2 unconnected molecules or ions with the total composition C3H10N2O2S from the OMol25 dataset. Energies are from ωB97M-V/def2-TZVPD.

Structure (ORCA input):
```
! wB97M-V def2-TZVPD RIJCOSX def2/J DEFGRID3
* xyz 0 1
N -0.27 -1.17 -0.96
C -0.04 -0.26 0.19
C 0.19 1.12 -0.44
S 1.53 1.01 -1.63
C -1.47 -0.10 0.90
N -2.47 0.19 0.03
O -1.11 0.69 2.21
H -1.24 -0.96 -1.28
H 0.33 -0.76 -1.68
H 0.81 -0.50 0.86
H 0.25 1.88 0.33
H -0.76 1.23 -0.97
H 2.98 -0.51 -0.62
H -3.44 0.08 0.26
H -1.66 -1.02 1.39
H 4.42 -1.27 -0.62
H -1.63 1.43 2.24
O 3.57 -1.08 -0.22
*
```

LUMO level   -0.16068 Eh
E_HOMO   -8.71 eV

=====

## 2
Here is 2 unconnected molecules or ions with the total composition C3H10N2O2S from the OMol25 dataset. Energies are from ωB97M-V/def2-TZVPD.

Structure (ORCA input):
```
! wB97M-V def2-TZVPD RIJCOSX def2/J DEFGRID3
* xyz 0 1
N 0.35 -1.65 0.84
C -0.44 -0.56 0.66
O -1.66 -0.60 0.73
C 0.29 0.76 0.49
N 1.32 0.70 -0.54
C -0.71 1.87 0.17
S 0.11 3.49 0.09
H 1.21 -1.72 0.32
H -0.06 -2.55 1.04
H 0.77 0.99 1.43
H 1.14 0.01 -1.27
H 2.26 0.70 -0.20
H -1.48 1.98 0.92
H -1.21 1.62 -0.76
H -0.02 3.71 1.40
O -0.42 -3.25 -1.75
H -0.08 -2.36 -1.73
H -1.37 -3.16 -1.86
*
```

SMILES   NC(=O)[C@@H](N)CS.O
LUMO level   0.01660 Eh
E_HOMO   -9.00 eV

=====

The structure with the most favorable energy is 2; the runner-up is 685.4 kJ/mol above it.